{"formula": "C4H8F2N3", "method": "the ωB97M-V functional and the def2-TZVPD basis", "lumo_ev": -3.7, "max_force_ev_per_a": 3.75, "total_energy_ha": -520.96249, "charge": 1, "symbols": ["C", "C", "C", "C", "N", "N", "N", "F", "F", "H", "H", "H", "H", "H", "H", "H", "H"], "coordinates": [[0.9304, 0.2444, 0.0532], [-0.8833, -1.4499, 0.5023], [-1.4325, 0.7629, -0.2452], [2.3119, 0.6445, -0.2188], [0.5506, -0.9214, 0.5189], [-1.8086, -0.3888, 0.6478], [-0.0522, 1.1044, -0.3085], [-0.9686, -2.0835, -0.6755], [-2.0513, 1.8275, 0.3647], [-0.8889, -2.1678, 1.3242], [-1.9269, 0.6078, -1.3594], [2.1645, 0.5249, -1.2893], [3.0600, -0.0341, 0.2388], [2.5125, 1.6807, 0.1723], [1.2016, -1.6583, 0.7708], [-2.7788, -0.5507, 0.4034], [0.0595, 1.8574, -0.8998]], "atomic_forces_ev_per_a": [[-2.0, 0.6, 0.5], [1.2, 0.8, 0.8], [-3.3, -0.8, -0.7], [0.2, 0.1, 1.2], [-1.1, -0.4, 0.4], [2.1, 1.7, -1.5], [0.0, -3.4, 1.6], [-0.3, -0.8, -1.0], [0.0, 0.0, -0.7], [-0.5, 0.0, -0.1], [1.4, 0.7, 2.7], [1.5, 0.5, -0.6], [-0.5, 0.3, -0.7], [-0.3, -0.9, -0.9], [0.3, 0.6, -0.1], [0.1, -0.8, 0.4], [1.1, 2.0, -1.2]]}